Entry 1:
{
  "formula": "C5H20N10O5Ti",
  "method": "ωB97M-V/def2-TZVPD",
  "lumo_energy_ev": [-5.10, -9.92],
  "largest_force_ev_per_a": 7.901,
  "charge": 2,
  "multiplicity": 5,
  "molar_mass_g_mol": 348.1,
  "homo_energy_ev": [-9.4259, -15.0881],
  "elements": ["Ti", "O", "O", "O", "O", "O", "N", "N", "N", "N", "N", "N", "N", "N", "N", "N", "C", "C", "C", "C", "C", "H", "H", "H", "H", "H", "H", "H", "H", "H", "H", "H", "H", "H", "H", "H", "H", "H", "H", "H", "H"],
  "positions_angstrom": [[-0.416, -0.478, 0.095], [-0.160, -2.954, -0.531], [1.713, -0.065, 0.639], [-0.784, 1.953, -0.236], [-0.834, -0.179, -2.157], [-1.639, -1.319, 1.719], [-0.833, 4.205, -0.673], [-0.570, -1.655, 3.674], [-1.237, -4.712, -1.309], [-0.066, 3.652, 1.112], [0.439, -3.951, -2.443], [2.871, -0.100, 2.558], [0.281, 1.350, -3.285], [-1.072, 0.016, -4.311], [-1.968, 0.064, 3.504], [2.874, 1.703, 1.235], [-0.661, 0.403, -3.205], [-1.422, -1.008, 2.899], [-0.551, 3.147, 0.024], [2.476, 0.489, 1.428], [-0.263, -3.808, -1.378], [2.379, -0.975, 2.666], [0.251, 4.602, 1.244], [-0.462, -1.367, 4.636], [-0.846, 0.633, -5.078], [0.087, -2.302, 3.263], [0.724, 1.827, -4.058], [-2.030, 0.117, 4.510], [-0.609, 5.138, -0.356], [0.374, -4.872, -2.853], [0.197, 2.997, 1.834], [-1.968, -4.338, -0.722], [-1.594, -5.131, -2.156], [2.457, 2.254, 0.499], [0.678, 1.474, -2.365], [-2.566, 0.535, 2.840], [3.251, 0.371, 3.366], [-1.142, 3.978, -1.608], [-1.882, -0.586, -4.288], [1.102, -3.235, -2.703], [3.423, 2.126, 1.969]],
  "mulliken_charge": [1.4770, -0.6437, -0.6939, -0.3984, -0.4072, -0.7250, -0.1754, -0.3656, -0.5168, -0.2450, -0.3848, -0.4299, -0.3822, -0.3402, -0.4326, -0.3579, 0.4549, 0.8437, -0.1290, 0.7058, 0.6564, 0.2067, 0.2334, 0.1779, 0.2059, 0.2344, 0.2098, 0.2134, 0.2256, 0.1972, 0.2795, 0.2528, 0.2258, 0.2183, 0.1238, 0.2570, 0.2182, 0.3155, 0.2812, 0.2242, 0.1893]
}

***

Entry 2:
{
  "formula": "C5H20N2O5",
  "method": "ωB97M-V/def2-TZVPD",
  "lumo_energy_ev": [3.38, 3.23],
  "largest_force_ev_per_a": 2.504,
  "charge": -1,
  "multiplicity": 2,
  "molar_mass_g_mol": 188.2,
  "homo_energy_ev": [0.3508, -4.2151],
  "elements": ["O", "O", "O", "O", "O", "N", "N", "C", "C", "C", "C", "C", "H", "H", "H", "H", "H", "H", "H", "H", "H", "H", "H", "H", "H", "H", "H", "H", "H", "H", "H", "H"],
  "positions_angstrom": [[0.289, -1.015, -0.350], [3.300, -2.181, 2.966], [-1.036, -1.933, -3.706], [1.059, -2.543, 1.850], [-1.934, -2.586, -1.194], [0.227, 1.666, 1.379], [-0.436, 0.612, -1.782], [-0.330, 0.723, 2.345], [-0.410, 1.967, -2.339], [-0.653, 2.739, 0.977], [0.369, 0.208, -0.713], [1.115, 1.196, 0.148], [-1.360, 0.524, 2.065], [2.766, -2.936, 2.730], [1.389, 2.135, -0.369], [0.733, -1.819, 1.263], [0.206, -0.233, 2.319], [1.957, 0.731, 0.642], [-1.551, 2.475, 0.376], [-1.091, -2.358, -0.755], [2.821, -1.428, 2.606], [-1.365, -2.476, -2.961], [-0.945, 3.226, 1.927], [0.475, 2.086, -2.989], [-0.803, -0.111, -2.375], [-1.772, -1.712, -4.293], [-1.413, 2.111, -2.740], [-0.107, 2.603, -1.490], [-0.077, 3.585, 0.525], [-0.096, 0.995, 3.354], [-2.529, -3.035, -0.585], [1.204, -3.215, 1.171]],
  "mulliken_charge": [-0.7099, -0.6660, -0.6628, -0.7696, -0.6868, 0.0415, 0.3242, -0.6791, -1.0940, -1.0524, -0.0851, -1.2267, 0.3328, 0.3344, 0.4839, 0.4656, -0.0337, 0.2969, 0.2782, 0.4069, 0.3754, 0.3596, 0.4169, 0.3519, 0.1807, 0.2896, 0.3614, 0.1847, 0.3214, 0.3090, 0.2730, 0.2778]
}

***

Entry 3:
{
  "formula": "C5H20N2O6",
  "method": "ωB97M-V/def2-TZVPD",
  "lumo_energy_ev": 0.33,
  "largest_force_ev_per_a": 6.884,
  "smiles": "N/C=C(\\N)CCC=O.O.O.O.O.O",
  "molar_mass_g_mol": 204.2,
  "homo_energy_ev": -7.2534,
  "elements": ["O", "O", "O", "O", "O", "O", "N", "N", "C", "C", "C", "C", "C", "H", "H", "H", "H", "H", "H", "H", "H", "H", "H", "H", "H", "H", "H", "H", "H", "H", "H", "H", "H"],
  "positions_angstrom": [[-2.560, 1.315, -0.126], [-1.277, 3.487, 0.347], [2.725, -1.957, 1.352], [-2.829, -0.926, 1.279], [-0.614, -3.873, -1.393], [0.677, 3.245, -1.566], [-0.618, -0.284, -2.092], [2.077, 0.681, -0.987], [0.985, 0.180, -0.297], [1.183, 0.207, 1.141], [0.723, -1.048, 1.942], [1.627, -2.217, 1.772], [-0.159, -0.298, -0.805], [0.046, 0.071, -2.751], [2.954, 0.558, -0.454], [0.577, -0.817, 3.099], [0.556, 1.110, 1.586], [-1.058, -3.107, -1.111], [-0.839, 3.674, -0.450], [-3.687, -0.948, 1.137], [-2.029, 1.992, 0.155], [1.174, 2.351, -1.372], [1.500, 3.817, -1.252], [-0.953, -0.638, -0.127], [-3.441, 1.649, 0.103], [-1.501, 0.011, -2.339], [-0.271, -1.386, 1.973], [-2.676, -0.156, 0.743], [0.296, -3.798, -1.163], [2.323, 0.404, 1.448], [-1.960, 4.101, 0.539], [2.236, 0.303, -1.919], [1.393, -3.252, 2.054]],
  "mulliken_charge": [-0.6558, -0.6687, -0.5048, -0.5783, -0.6360, -0.7866, -0.4259, -0.7602, 0.5553, -0.6084, -0.6510, -0.0713, 0.1980, 0.1554, 0.2323, 0.3636, 0.1387, 0.3360, 0.3636, 0.2996, 0.3207, 0.3276, 0.3396, 0.0996, 0.3223, 0.2205, 0.2749, 0.3417, 0.3038, 0.2421, 0.2647, 0.1950, 0.4521]
}

***

Entry 4:
{
  "formula": "C5H20N7O9P2S4Sn",
  "method": "ωB97M-V/def2-TZVPD",
  "lumo_energy_ev": [2.06, 1.83],
  "largest_force_ev_per_a": 4.102,
  "charge": -1,
  "molar_mass_g_mol": 631.2,
  "homo_energy_ev": [-1.8114, -1.2730],
  "elements": ["Sn", "S", "S", "S", "S", "P", "P", "O", "O", "O", "O", "O", "O", "O", "O", "O", "N", "N", "N", "N", "N", "N", "N", "C", "C", "C", "C", "C", "H", "H", "H", "H", "H", "H", "H", "H", "H", "H", "H", "H", "H", "H", "H", "H", "H", "H", "H", "H"],
  "positions_angstrom": [[-0.625, 0.381, -1.246], [-0.001, 0.428, -3.549], [-1.429, 1.216, -4.684], [-3.289, 1.437, -3.703], [-2.941, 1.408, -1.715], [1.638, -2.118, -0.981], [2.929, -0.745, 1.364], [-3.486, 3.712, 2.189], [2.620, -2.429, -2.256], [1.134, -0.655, -1.157], [3.808, -1.069, 2.651], [-2.690, 1.760, 2.815], [1.669, -0.016, 1.716], [0.504, -3.080, -0.783], [1.742, -3.149, 1.562], [4.047, -0.008, 0.490], [-0.933, -0.123, 0.854], [-0.492, 3.517, -0.560], [0.341, 2.403, -0.410], [-2.692, 2.726, 2.071], [-1.777, -1.633, -1.287], [-2.225, 4.865, 0.190], [-1.753, 2.666, 1.049], [2.603, -2.442, 0.655], [-2.746, -1.521, -0.176], [3.921, -3.180, 0.456], [-1.538, 3.694, 0.272], [-1.990, -1.093, 1.098], [-3.045, 4.996, 0.785], [4.081, -3.793, 1.315], [3.869, -3.953, -0.320], [-2.216, -1.769, -2.181], [-1.210, 0.792, 1.291], [-1.837, 5.605, -0.462], [-3.316, -2.444, 0.023], [-0.487, 4.005, -1.473], [3.717, 0.388, -0.372], [0.415, 2.212, 0.641], [-1.679, -1.924, 1.696], [4.811, -2.520, 0.373], [2.407, -1.874, -3.025], [-0.027, -0.403, 1.321], [-2.737, -0.535, 1.765], [3.286, -1.721, 3.232], [1.013, -3.302, 0.938], [-3.513, -0.794, -0.425], [-1.125, -2.449, -1.211], [1.245, 2.533, -0.839]],
  "mulliken_charge": [0.7664, -0.3340, -0.1800, -0.1735, -0.2587, 0.7994, 0.5818, -0.9338, -0.5521, -0.3137, -0.5795, -0.8985, -0.7389, -0.9462, -0.5716, -0.5724, 0.2360, -0.3483, -0.4196, 0.7393, -0.4272, -0.4095, -0.4248, 0.9785, -0.7542, -1.7459, 0.5336, -0.4472, 0.2413, 0.4313, 0.3800, 0.2714, 0.3287, 0.1692, 0.4018, 0.2230, 0.3834, 0.3112, 0.3535, 0.3308, 0.3310, 0.0937, 0.2869, 0.3868, 0.4731, 0.3382, 0.3271, 0.3322]
}

***

Entry 5:
{
  "formula": "C5H20O5",
  "method": "ωB97M-V/def2-TZVPD",
  "lumo_energy_ev": 0.38,
  "largest_force_ev_per_a": 1.868,
  "smiles": "CO.CO.CO.CO.CO",
  "molar_mass_g_mol": 160.2,
  "homo_energy_ev": -10.0897,
  "elements": ["O", "O", "O", "O", "O", "C", "C", "C", "C", "C", "H", "H", "H", "H", "H", "H", "H", "H", "H", "H", "H", "H", "H", "H", "H", "H", "H", "H", "H", "H"],
  "positions_angstrom": [[-1.736, 0.244, -1.061], [-0.790, -3.538, 3.212], [1.305, 0.474, 2.879], [5.659, 2.226, -2.449], [-1.016, 0.487, -5.222], [-2.040, -3.651, 3.861], [4.748, 2.323, -1.314], [-2.939, -0.561, -0.712], [1.559, 1.068, 4.164], [-2.185, 1.211, -5.572], [-2.406, -2.714, 4.281], [-2.595, 1.782, -4.739], [-2.741, -4.025, 3.115], [4.268, 3.283, -1.123], [-0.402, -4.413, 3.286], [-1.940, 1.858, -6.414], [3.865, 1.690, -1.403], [-2.934, 0.536, -5.986], [5.140, 1.952, -3.209], [-2.642, -1.526, -0.301], [-3.605, -0.608, -1.573], [1.845, 2.111, 4.032], [5.308, 2.112, -0.403], [0.666, 1.092, 4.788], [-1.814, -4.390, 4.629], [-3.536, -0.068, 0.056], [2.389, 0.643, 4.728], [0.854, -0.363, 3.005], [-1.179, 0.359, -0.288], [-1.104, 0.402, -4.270]],
  "mulliken_charge": [-0.4894, -0.4902, -0.4881, -0.5019, -0.4968, -0.4736, -0.5028, -0.5061, -0.5420, -0.5277, 0.2041, 0.2549, 0.2088, 0.2547, 0.3014, 0.2204, 0.2280, 0.2252, 0.3021, 0.2591, 0.2179, 0.2258, 0.2207, 0.2467, 0.2537, 0.2511, 0.2565, 0.2964, 0.2749, 0.3162]
}

***

Entry 6:
{
  "formula": "C5H20O5",
  "method": "ωB97M-V/def2-TZVPD",
  "lumo_energy_ev": 0.29,
  "largest_force_ev_per_a": 6.248,
  "smiles": "CC=C(C)C.O.O.O.O.O",
  "molar_mass_g_mol": 160.2,
  "homo_energy_ev": -9.0451,
  "elements": ["O", "O", "O", "O", "O", "C", "C", "C", "C", "C", "H", "H", "H", "H", "H", "H", "H", "H", "H", "H", "H", "H", "H", "H", "H", "H", "H", "H", "H", "H"],
  "positions_angstrom": [[-0.575, 1.595, -2.796], [-1.587, -2.609, -0.433], [-2.376, 1.327, -0.719], [-2.033, -1.632, 2.580], [-2.296, 1.322, 2.239], [1.199, 0.573, 0.587], [1.671, -0.289, -0.297], [1.191, -1.717, -0.136], [1.666, 2.015, 0.672], [2.621, -0.031, -1.488], [-1.211, -2.018, 2.130], [0.645, 0.250, 1.441], [-2.903, 2.051, -0.226], [-0.619, 0.993, -2.058], [3.671, -0.439, -1.332], [-1.674, -3.185, 0.227], [2.464, 2.285, -0.038], [1.929, -2.389, 0.372], [0.278, -1.799, 0.453], [2.789, 1.028, -1.508], [-1.824, -2.861, -1.249], [1.016, -2.248, -1.190], [-2.651, 0.427, -0.426], [-1.537, 1.980, 2.199], [2.176, 2.187, 1.678], [2.098, -0.326, -2.493], [0.752, 2.711, 0.497], [-1.161, 1.121, -3.428], [-1.706, -0.895, 3.085], [-2.012, 0.573, 1.658]],
  "mulliken_charge": [-0.5880, -0.4732, -0.5977, -0.6651, -0.6282, -0.0343, 0.6436, -0.7748, -1.3349, -1.2129, 0.3102, 0.5139, 0.3043, 0.2366, 0.3173, 0.2391, 0.3792, 0.3614, -0.1333, 0.3062, 0.2362, 0.2067, 0.3048, 0.3428, 0.2882, 0.2753, 0.2239, 0.3169, 0.3287, 0.3071]
}

***

Entry 7:
{
  "formula": "C5H20O5",
  "method": "ωB97M-V/def2-TZVPD",
  "lumo_energy_ev": 0.50,
  "largest_force_ev_per_a": 1.667,
  "smiles": "CO.CO.CO.CO.CO",
  "molar_mass_g_mol": 160.2,
  "homo_energy_ev": -10.2434,
  "elements": ["O", "O", "O", "O", "O", "C", "C", "C", "C", "C", "H", "H", "H", "H", "H", "H", "H", "H", "H", "H", "H", "H", "H", "H", "H", "H", "H", "H", "H", "H"],
  "positions_angstrom": [[-23.204, -22.803, -16.473], [-23.832, -13.828, -20.078], [-21.095, -19.157, -20.718], [-23.720, -22.642, -22.652], [-19.514, -14.265, -20.678], [-18.499, -15.241, -20.889], [-22.647, -21.688, -17.080], [-23.228, -14.634, -19.017], [-22.115, -18.784, -19.776], [-23.726, -22.137, -21.281], [-21.560, -21.616, -17.033], [-21.890, -19.089, -18.754], [-20.300, -14.552, -21.150], [-17.592, -14.850, -20.429], [-23.898, -15.423, -18.676], [-22.693, -21.909, -21.016], [-20.272, -18.788, -20.386], [-22.635, -22.940, -15.711], [-18.278, -15.385, -21.947], [-23.108, -23.378, -22.728], [-22.892, -21.754, -18.140], [-24.340, -21.238, -21.224], [-23.080, -19.125, -20.153], [-23.020, -14.027, -18.135], [-24.116, -22.922, -20.633], [-22.295, -15.091, -19.344], [-23.875, -12.877, -19.950], [-22.095, -17.694, -19.804], [-18.818, -16.187, -20.451], [-22.997, -20.743, -16.664]],
  "mulliken_charge": [-0.5001, -0.5279, -0.5119, -0.5496, -0.4898, -0.4513, -0.4054, -0.3309, -0.1597, -0.4365, 0.3115, 0.2003, 0.2821, 0.2366, 0.2238, 0.1965, 0.2809, 0.3108, 0.2637, 0.2892, 0.0271, 0.2065, 0.1753, 0.2800, 0.2813, 0.0454, 0.2988, 0.0237, 0.1545, 0.2752]
}